--- i ---
Molecular formula: C5H14
Method: DFT, ωB97M-V/def2-TZVPD

XYZ file:
```
19
Properties=species:S:1:pos:R:3
C -1.77790 -0.58542 0.84652
C -2.24044 0.69024 0.09326
C -1.55700 -0.24141 2.32417
H -2.63933 -1.25442 0.81762
H -0.84653 -0.87492 0.36614
H -1.79840 1.56595 0.56979
H -1.80081 0.75872 2.67993
H -1.87500 -1.05919 2.95745
H -0.45285 -0.16605 2.45810
H -2.01215 0.68867 -0.97429
H -3.32794 0.83295 0.09372
C 2.82428 -0.19300 -0.82763
C 2.26731 0.21946 -2.19722
H 3.76923 0.30470 -0.62582
H 2.13662 -0.15355 0.02221
H 2.99870 -1.25364 -0.86877
H 2.44973 1.24030 -2.52721
H 1.20451 -0.02935 -2.27808
H 2.67797 -0.49003 -2.92987
```

Values from the calculation:
E_HOMO: -11.29 eV
SMILES: CCC.CC

=====

--- ii ---
Molecular formula: C5H14
Method: DFT, ωB97M-V/def2-TZVPD

XYZ file:
```
19
Properties=species:S:1:pos:R:3
C 0.46651 1.45603 1.96846
C 1.88883 0.91638 1.85513
H 0.34809 2.26528 1.24546
H -0.33995 0.74830 1.80169
H 0.20740 1.92739 2.92703
H 1.87343 0.28811 0.95279
H 2.64945 1.66272 1.65414
H 2.16803 0.26153 2.67782
C -0.89425 -0.33179 -1.02251
C -1.90095 -0.77464 -2.10229
C 0.23879 -1.33516 -0.85500
H -0.50628 0.62542 -1.35993
H -1.48320 -0.18686 -0.11646
H -2.36788 -1.72488 -1.83907
H 1.20235 -0.85846 -1.02510
H 0.23537 -1.79464 0.13702
H 0.19680 -2.17351 -1.55685
H -2.64314 -0.00519 -2.31619
H -1.33940 -0.96606 -3.02616
```

Values from the calculation:
E_HOMO: -11.34 eV
SMILES: CCC.CC

=====

--- iii ---
Molecular formula: C5H14
Method: DFT, ωB97M-V/def2-TZVPD

XYZ file:
```
19
Properties=species:S:1:pos:R:3
C -1.30662 -2.62902 -2.32935
C 0.05745 -2.51011 -1.45533
H -1.83713 -1.56850 -2.20228
H -1.06293 -2.79488 -3.31892
H -2.08505 -3.25656 -2.08229
H -0.26465 -2.13985 -0.47192
H 0.71447 -1.75133 -1.99281
H 0.66097 -3.30391 -1.53626
C 0.68074 1.98200 1.07620
C -0.75111 1.54119 0.80798
C 1.47932 2.07771 2.42975
H 1.20417 1.27603 0.41290
H 0.98851 2.88300 0.54745
H -1.46012 1.53825 1.49731
H 0.75152 2.21294 3.23152
H 1.88961 1.07802 2.38792
H -0.66484 0.45376 0.33496
H -1.21387 2.26859 0.07463
H 2.21957 2.64267 2.58855
```

Values from the calculation:
E_HOMO: -10.45 eV
SMILES: CCC.CC

=====

--- iv ---
Molecular formula: C5H14
Method: DFT, ωB97M-V/def2-TZVPD

XYZ file:
```
19
Properties=species:S:1:pos:R:3
C -1.02878 -2.57823 0.27718
C -1.36807 -2.01690 1.58175
H -0.00291 -3.04660 0.28345
H -1.92603 -3.14956 -0.15699
H -0.81002 -1.75651 -0.37387
H -1.95174 -1.07371 1.47877
H -0.47559 -1.69551 2.16446
H -1.74345 -2.72375 2.30846
C 1.35529 1.40252 -0.73043
C 0.42376 1.59878 -1.93590
C 0.70298 1.72333 0.67661
H 1.79817 0.40798 -0.56259
H 2.12797 2.11310 -0.78698
H 1.11324 1.93134 -2.81309
H -0.35606 2.34978 -1.62923
H 1.44202 1.71148 1.48914
H 0.05786 2.57352 0.66584
H 0.00879 0.77140 -2.43718
H 0.20668 0.81003 1.15459
```

Values from the calculation:
E_HOMO: -11.06 eV
SMILES: CCC.CC

=====

ii is preferred energetically. Next in line: 10.7 kcal/mol higher.

=====

--- i ---
Molecular formula: C5H14
Method: DFT, ωB97M-V/def2-TZVPD

XYZ file:
```
19
Properties=species:S:1:pos:R:3
C 1.06993 0.78334 0.13366
C 1.43506 2.23393 -0.12426
C 1.26032 0.36134 1.56700
H 1.72656 0.17436 -0.49868
H 0.01725 0.58192 -0.06688
H 1.11353 2.61116 -1.09629
H 1.02881 2.88642 0.65310
H 0.54312 0.84200 2.24067
H 2.50947 2.45463 -0.13893
H 2.21467 0.51087 2.08688
H 1.11198 -0.72548 1.61729
C -1.98304 -1.34809 -1.47895
C -1.65643 -1.94891 -0.09608
H -2.38591 -2.10456 -2.15132
H -2.75958 -0.59367 -1.37635
H -1.11124 -0.82436 -1.87094
H -2.52907 -2.49257 0.25108
H -0.98820 -2.82007 -0.18289
H -1.12906 -1.19442 0.46968
```

Values from the calculation:
E_HOMO: -11.40 eV
SMILES: CCC.CC

=====

--- ii ---
Molecular formula: C5H14
Method: DFT, ωB97M-V/def2-TZVPD

XYZ file:
```
19
Properties=species:S:1:pos:R:3
C 1.07121 -0.26036 -2.01837
C 0.02821 -0.11962 -3.18876
H 1.75576 0.58266 -1.92014
H 0.45546 -0.30814 -1.10962
H 1.62497 -1.19449 -2.14629
H 0.66656 -0.08133 -4.06396
H -0.41525 -1.13070 -3.19626
H -0.62611 0.71588 -3.07183
C 0.18588 0.40083 1.73743
C -1.13040 1.10869 1.32783
C -0.17285 -0.86304 2.53991
H 0.74768 0.01073 0.87577
H 0.80681 1.08367 2.32033
H -1.92146 0.40596 1.01870
H -0.86264 1.73985 0.45298
H 0.70591 -1.52912 2.47332
H -0.45965 -0.69251 3.63007
H -1.48618 1.67839 2.17340
H -0.97389 -1.54736 2.16550
```

Values from the calculation:
E_HOMO: -11.00 eV
SMILES: CCC.CC

=====

i is preferred energetically. Next in line: 4.6 kcal/mol higher.

=====

--- i ---
Molecular formula: C5H14
Method: DFT, ωB97M-V/def2-TZVPD

XYZ file:
```
19
Properties=species:S:1:pos:R:3
C 0.71332 2.77839 0.16846
C -0.74906 2.51057 0.00360
H 1.11733 3.28248 -0.73102
H 0.86159 3.64248 0.97660
H 1.35319 2.00035 0.59733
H -1.31620 3.03667 0.71633
H -0.89760 3.06698 -1.00416
H -0.98615 1.44690 0.04771
C -0.43387 -2.14420 -0.47636
C -0.87404 -1.39030 0.65919
C 1.04203 -2.45605 -0.52181
H -0.70862 -3.23293 -0.77599
H -0.52594 -1.43173 -1.29658
H 0.09622 -0.86450 1.18921
H 1.22298 -3.49151 -0.17303
H 1.48576 -2.30554 -1.37673
H -1.23401 -2.08373 1.46830
H -1.62055 -0.70822 0.49187
H 1.45363 -1.65615 0.03708
```

Values from the calculation:
E_HOMO: -10.83 eV
SMILES: CCC.CC

=====

--- ii ---
Molecular formula: C5H14
Method: DFT, ωB97M-V/def2-TZVPD

XYZ file:
```
19
Properties=species:S:1:pos:R:3
C 1.15218 -0.23057 0.77898
C 1.22339 -1.28495 1.89778
C 2.39995 -0.00581 -0.07983
H 0.30301 -0.40778 0.11638
H 0.88505 0.69724 1.29710
H 1.75015 -2.20513 1.62889
H 2.23647 -0.37020 -1.09058
H 0.24662 -1.62299 2.23836
H 1.80489 -0.80058 2.68208
H 2.77851 1.00367 -0.01120
H 3.20222 -0.65198 0.30479
C -2.32300 0.21575 -1.72226
C -2.14094 1.31355 -0.66322
H -2.87300 -0.69350 -1.47256
H -2.72021 0.70450 -2.60522
H -1.39869 -0.29468 -2.04579
H -1.61553 0.98843 0.22780
H -3.16278 1.46664 -0.30412
H -1.74828 2.17837 -1.17738
```

Values from the calculation:
E_HOMO: -11.28 eV
SMILES: CCC.CC

=====

ii is preferred energetically. Next in line: 44.3 kcal/mol higher.

=====

--- i ---
Molecular formula: C5H14
Method: DFT, ωB97M-V/def2-TZVPD

XYZ file:
```
19
Properties=species:S:1:pos:R:3
C 1.81698 -0.44007 1.09462
C 0.65365 0.40478 1.70061
C 1.91750 -0.15704 -0.41230
H 2.69561 -0.35211 1.71650
H 1.48949 -1.48302 1.17262
H 0.96970 0.85103 2.65069
H -0.16230 -0.28556 1.88203
H 2.27036 0.83373 -0.66630
H 2.47598 -0.97241 -0.87051
H 0.33606 1.25969 1.10568
H 0.91767 -0.28005 -0.84146
C -2.08258 0.51743 -1.77443
C -2.10847 -0.33167 -0.48273
H -2.06692 -0.26767 -2.55839
H -3.01499 1.05216 -1.91398
H -1.18385 1.00410 -2.15125
H -3.12413 -0.24418 -0.09156
H -1.59502 0.09872 0.37864
H -1.62357 -1.28973 -0.63921
```

Values from the calculation:
E_HOMO: -11.02 eV
SMILES: CCC.CC

=====

--- ii ---
Molecular formula: C5H14
Method: DFT, ωB97M-V/def2-TZVPD

XYZ file:
```
19
Properties=species:S:1:pos:R:3
C 0.43961 -0.61221 2.34684
C 0.94875 0.32539 3.43577
H -0.60036 -0.93729 2.39107
H 0.51693 -0.12777 1.36860
H 1.03166 -1.52667 2.30852
H 2.02345 0.46908 3.34126
H 0.62365 -0.04674 4.40517
H 0.60184 1.36083 3.36528
C -0.01911 -0.01330 -1.62402
C 0.04508 -0.06651 -3.15215
C -1.44750 0.38055 -1.15825
H 0.30497 -0.96483 -1.18474
H 0.75214 0.60008 -1.14594
H -0.51654 0.73155 -3.62703
H -1.53455 0.87599 -0.19565
H -1.83676 1.08127 -1.90311
H -0.37405 -1.00403 -3.52039
H 1.10294 -0.01666 -3.41228
H -2.11050 -0.47739 -1.28352
```

Values from the calculation:
E_HOMO: -11.16 eV
SMILES: CCC.CC

=====

ii is preferred energetically. Next in line: 12.7 kcal/mol higher.